# 1
ORCA calculation (ωB97M-V/def2-TZVPD) on a molecular structure, C9H24O3Tl at a distorted geometry.

Last column: Mulliken charge in e.
Atoms and positions in Å:
Tl -15.16 -14.34 -0.74  1.011
C -11.47 -14.89 -2.52  -0.835
C -11.24 -15.06 -1.02  0.545
C -9.88 -14.38 -0.52  -1.313
O -12.28 -14.28 -0.35  -0.329
H -11.00 -13.95 -2.83  0.239
H -12.51 -14.94 -2.84  0.123
H -10.98 -15.55 -3.23  0.493
H -11.29 -16.12 -0.78  0.106
H -9.76 -13.31 -0.69  0.333
H -9.08 -15.03 -0.88  0.395
H -9.74 -14.55 0.55  0.519
H -11.99 -14.00 0.52  0.331
C -15.25 -18.93 -2.93  -1.176
C -14.19 -18.21 -2.14  0.235
C -12.72 -18.46 -2.62  -0.932
O -14.40 -16.78 -2.28  -0.295
H -15.40 -18.47 -3.91  0.393
H -16.15 -18.85 -2.33  0.360
H -15.18 -20.00 -3.10  0.397
H -14.13 -18.45 -1.08  0.346
H -11.93 -18.09 -1.98  0.165
H -12.61 -18.10 -3.64  0.385
H -12.46 -19.51 -2.77  0.408
H -14.33 -16.65 -3.23  0.387
C -14.11 -10.81 -4.15  -1.260
C -13.13 -11.68 -3.33  0.414
C -11.85 -10.91 -3.02  -1.064
O -13.81 -12.05 -2.13  -0.262
H -14.17 -9.84 -3.65  0.409
H -15.12 -11.22 -4.07  0.379
H -13.82 -10.69 -5.19  0.400
H -12.91 -12.61 -3.84  0.270
H -11.21 -11.54 -2.40  0.196
H -11.99 -10.04 -2.37  0.422
H -11.30 -10.70 -3.93  0.411
H -14.04 -11.22 -1.71  0.392

Calculated values
LUMO energy, eV: -17.7
Energy relative to the best compared isomer or geometry (same formula, charge and spin), kJ/mol: 123.85
Net charge: +3
Kohn-Sham gap, eV: 2.606

=====

# 2
ORCA calculation (ωB97M-V/def2-TZVPD) on a molecular structure, C12H9BrF3N2SSe3TeZn.

Last column: Mulliken charge in e.
Atoms and positions in Å:
Zn -1.10 0.04 -1.71  0.763
F -1.34 0.67 4.11  -0.255
C -2.26 1.26 3.31  0.678
F -2.77 2.29 4.05  -0.310
F -3.25 0.40 3.15  -0.223
C -1.65 1.77 2.04  -0.206
C -1.34 3.11 1.96  -0.169
C -0.76 3.65 0.82  -0.947
C -0.53 2.80 -0.23  -0.205
N -0.79 1.50 -0.17  -0.066
C -1.35 0.92 0.93  0.577
S -1.63 -0.77 0.81  -0.487
H -1.56 3.75 2.81  0.444
H -0.53 4.71 0.74  0.391
H -0.11 3.14 -1.17  0.323
C 3.75 -1.69 0.56  -1.340
C 2.54 -2.15 -0.21  0.483
C 2.22 -3.50 -0.37  -0.371
C 1.08 -3.87 -1.06  -0.525
C 0.28 -2.87 -1.58  0.086
Br -1.31 -3.29 -2.50  -0.129
N 0.56 -1.59 -1.43  0.028
C 1.67 -1.24 -0.78  -0.421
H 4.42 -2.52 0.77  0.362
H 3.44 -1.25 1.51  0.285
H 4.30 -0.93 0.01  0.349
H 2.87 -4.26 0.06  0.347
H 0.82 -4.91 -1.21  0.393
H 1.84 -0.17 -0.70  0.443
Se -3.48 0.34 -2.28  -0.408
Se -3.24 1.13 -4.46  -0.235
Te -1.23 2.63 -4.26  -0.116
Se 0.42 0.90 -3.52  -0.540

Calculated values
LUMO energy, eV: 2.4
Energy relative to the best compared isomer or geometry (same formula, charge and spin), kJ/mol: 11.55
Net charge: -1
Kohn-Sham gap, eV: 6.354